[1]
A molecular structure, C11H7N2O6Zr at a distorted geometry. Source: OMol25; level of theory: wB97M-V/def2-TZVPD.

ΔE to the lowest compared entry with this formula, charge and spin: 76.28 kJ/mol
lowest unoccupied orbital energy: -15.21 eV
net charge: +3
molar mass: 354.409 g/mol

Element x y z (Å)
O  5.285  0.011  2.815
C  4.238  0.138  2.376
Zr  0.235  -0.847  -0.454
O  0.235  1.820  1.574
C  0.286  0.863  0.920
C  -1.852  0.115  -0.417
O  -2.847  0.707  -0.377
C  -1.936  -1.078  -3.052
O  -2.507  -0.710  -3.969
C  0.304  1.057  -1.807
O  0.195  2.061  -2.370
H  1.645  -0.597  0.406
N  -0.014  -3.242  5.853
C  0.380  -2.576  4.729
O  1.444  -1.965  4.665
C  -0.528  -2.682  3.546
C  -1.672  -3.488  3.443
C  -2.380  -3.512  2.237
C  -1.931  -2.765  1.144
N  -0.818  -2.006  1.256
C  -0.140  -1.936  2.430
H  0.538  -3.081  6.681
H  -0.963  -3.543  5.997
H  -1.996  -4.093  4.285
H  -3.279  -4.104  2.124
H  -2.443  -2.769  0.175
H  0.718  -1.248  2.449


[2]
3 unconnected molecules or ions with the total composition C21H48BNO4Si at a distorted geometry. Source: OMol25; level of theory: wB97M-V/def2-TZVPD.

lowest unoccupied orbital energy: 0.55 eV
molar mass: 417.516 g/mol
SMILES: CCCCCCCCCCCCCCC[Si@@H](N)B(O)O.CC(C)=O.CC(C)=O

Element x y z (Å)
C  9.358  2.309  -0.038
C  8.788  2.566  -1.475
C  7.214  2.679  -1.479
C  6.634  1.225  -1.633
C  5.173  1.100  -1.093
C  4.559  -0.254  -1.620
C  4.971  -1.457  -0.687
C  3.918  -1.720  0.446
C  2.504  -2.110  -0.101
C  1.458  -0.985  0.231
C  0.009  -1.498  0.465
C  -0.843  -1.682  -0.836
C  -2.367  -1.690  -0.417
C  -3.221  -0.617  -1.208
C  -4.519  -0.340  -0.373
Si  -5.392  1.312  -0.727
N  -5.454  2.277  0.792
B  -4.519  2.450  -2.067
O  -5.134  2.636  -3.337
O  -3.309  3.175  -1.879
H  8.660  1.610  0.467
H  10.339  1.806  -0.152
H  9.530  3.231  0.545
H  9.056  1.673  -2.085
H  9.262  3.428  -1.984
H  6.859  3.147  -0.542
H  6.965  3.303  -2.364
H  7.340  0.559  -1.093
H  6.591  0.935  -2.704
H  4.523  1.918  -1.465
H  5.110  1.099  0.013
H  4.882  -0.468  -2.659
H  3.457  -0.154  -1.587
H  5.244  -2.365  -1.255
H  5.889  -1.107  -0.157
H  4.333  -2.499  1.123
H  3.899  -0.790  1.056
H  2.167  -3.100  0.273
H  2.536  -2.218  -1.209
H  1.795  -0.526  1.189
H  1.527  -0.179  -0.528
H  -0.041  -2.439  1.050
H  -0.514  -0.728  1.078
H  -0.660  -2.687  -1.280
H  -0.615  -0.943  -1.626
H  -2.826  -2.703  -0.539
H  -2.475  -1.448  0.663
H  -3.515  -1.130  -2.148
H  -2.601  0.276  -1.412
H  -4.312  -0.366  0.724
H  -5.198  -1.203  -0.548
H  -6.782  1.037  -1.133
H  -5.973  1.774  1.507
H  -5.955  3.128  0.544
H  -5.593  1.826  -3.570
H  -2.582  2.623  -2.177
C  -6.344  -5.263  -1.547
C  -5.496  -4.705  -0.436
C  -5.409  -5.505  0.837
O  -4.908  -3.653  -0.559
H  -6.316  -4.585  -2.399
H  -5.957  -6.235  -1.859
H  -7.378  -5.364  -1.213
H  -4.981  -6.488  0.630
H  -6.401  -5.616  1.276
H  -4.767  -4.985  1.547
C  -3.023  4.683  5.261
C  -3.595  3.352  4.846
C  -3.213  2.829  3.488
O  -4.332  2.730  5.578
H  -3.380  4.935  6.258
H  -1.933  4.629  5.281
H  -3.344  5.459  4.565
H  -2.131  2.694  3.431
H  -3.545  3.524  2.714
H  -3.695  1.868  3.322


[3]
A molecular structure, C53H50MgN2O2P3. Source: OMol25; level of theory: wB97M-V/def2-TZVPD.

ΔE to the lowest compared entry with this formula, charge and spin: 0.00 kJ/mol
lowest unoccupied orbital energy: -2.07 eV
net charge: +1
molar mass: 864.222 g/mol

Element x y z (Å)
Mg  -0.590  0.958  -0.873
C  1.594  -2.711  0.577
N  1.400  -3.055  -0.821
C  0.030  -3.069  -1.271
P  -0.424  -1.426  -2.035
C  1.028  -1.153  -3.100
C  1.538  -2.166  -3.914
C  2.679  -1.959  -4.670
C  3.333  -0.734  -4.623
C  2.844  0.281  -3.815
C  1.699  0.066  -3.060
C  -1.798  -1.952  -3.105
C  -1.752  -2.006  -4.495
C  -2.869  -2.411  -5.214
C  -4.035  -2.769  -4.554
C  -4.088  -2.721  -3.168
C  -2.978  -2.308  -2.447
C  2.257  -4.096  -1.287
C  1.798  -5.379  -1.563
C  2.677  -6.348  -2.031
C  4.019  -6.053  -2.207
C  4.481  -4.775  -1.917
C  3.605  -3.801  -1.469
P  0.805  -1.105  1.087
C  -0.731  -1.701  1.894
C  -0.720  -2.685  2.885
C  -1.902  -3.139  3.449
C  -3.122  -2.621  3.030
C  -3.154  -1.647  2.045
C  -1.963  -1.199  1.489
C  1.928  -0.703  2.472
C  3.248  -0.396  2.130
C  4.176  -0.074  3.105
C  3.797  -0.060  4.442
C  2.488  -0.351  4.789
C  1.552  -0.656  3.809
H  2.661  -2.612  0.764
H  1.217  -3.502  1.245
H  -0.697  -3.347  -0.497
H  -0.087  -3.775  -2.093
H  1.052  -3.134  -3.952
H  3.064  -2.757  -5.290
H  4.225  -0.573  -5.214
H  3.347  1.237  -3.768
H  1.356  0.897  -2.445
H  -0.847  -1.738  -5.025
H  -2.823  -2.449  -6.295
H  -4.902  -3.084  -5.119
H  -4.994  -3.002  -2.648
H  -3.033  -2.267  -1.363
H  0.758  -5.636  -1.404
H  2.308  -7.343  -2.245
H  4.701  -6.811  -2.567
H  5.526  -4.531  -2.058
H  3.953  -2.792  -1.280
H  0.221  -3.097  3.230
H  -1.873  -3.898  4.219
H  -4.043  -2.975  3.474
H  -4.096  -1.230  1.716
H  -2.019  -0.426  0.730
H  3.560  -0.403  1.089
H  5.194  0.160  2.824
H  4.522  0.180  5.208
H  2.183  -0.332  5.826
H  0.531  -0.861  4.102
N  -1.372  1.129  -3.409
C  -1.429  2.519  -3.910
C  -2.262  3.425  -3.015
C  -1.584  3.752  -1.696
O  -1.675  4.840  -1.177
O  -0.915  2.751  -1.187
H  -0.789  0.588  -4.042
H  -2.294  0.705  -3.489
H  -1.831  2.542  -4.927
H  -0.405  2.893  -3.957
H  -3.221  2.940  -2.794
H  -2.490  4.361  -3.522
C  -0.254  1.926  6.169
C  -1.322  1.338  5.498
C  -1.417  1.450  4.122
C  -0.443  2.137  3.394
C  0.629  2.706  4.069
C  0.715  2.608  5.452
P  -0.671  2.272  1.583
C  0.685  3.382  1.093
C  0.599  4.764  0.974
C  1.711  5.494  0.583
C  2.916  4.857  0.314
C  3.010  3.479  0.431
C  1.894  2.746  0.816
C  -2.267  3.150  1.539
C  -2.508  4.285  2.309
C  -3.743  4.911  2.272
C  -4.763  4.395  1.484
C  -4.548  3.243  0.742
C  -3.305  2.629  0.774
H  -0.186  1.856  7.246
H  -2.087  0.807  6.049
H  -2.266  1.009  3.608
H  1.400  3.239  3.526
H  1.548  3.068  5.967
H  -0.342  5.270  1.131
H  1.632  6.567  0.477
H  3.777  5.436  0.009
H  3.946  2.974  0.230
H  1.981  1.668  0.933
H  -1.733  4.675  2.958
H  -3.912  5.801  2.863
H  -5.727  4.884  1.458
H  -5.345  2.826  0.141
H  -3.153  1.727  0.187


[4]
A molecular structure, C42H52N2O3Tb at a distorted geometry. Source: OMol25; level of theory: wB97M-V/def2-TZVPD.

spin multiplicity: 7
⟨S²⟩: 12.089
lowest unoccupied orbital energy (spin up / spin down): -2.79 / -2.80 eV
net charge: +1
molar mass: 791.814 g/mol

Element x y z (Å)
Tb  -1.126  -1.349  -0.681
C  0.213  3.332  3.514
C  -0.847  2.421  4.142
C  -0.371  2.020  5.547
C  -2.156  3.218  4.251
C  -1.072  1.155  3.320
C  -0.235  0.807  2.278
C  -0.435  -0.368  1.540
N  0.482  -0.837  0.562
C  1.436  0.136  0.179
C  2.643  0.272  0.850
C  3.517  1.298  0.525
C  3.127  2.200  -0.467
C  1.925  2.128  -1.166
C  1.116  1.044  -0.832
O  -0.157  0.773  -1.485
C  1.574  3.186  -2.223
C  0.150  3.733  -2.034
C  2.519  4.391  -2.131
C  1.731  2.568  -3.623
C  4.874  1.460  1.202
C  5.958  1.051  0.193
C  4.994  0.572  2.443
C  5.088  2.921  1.630
C  -1.602  -1.160  1.803
O  -1.874  -2.166  0.930
C  -2.390  -0.872  2.935
C  -2.105  0.277  3.654
C  -3.520  -1.814  3.360
C  -4.178  -1.359  4.664
C  -2.943  -3.221  3.598
C  -4.615  -1.855  2.280
H  0.259  4.269  4.070
H  -0.025  3.566  2.474
H  1.205  2.876  3.554
H  -0.167  2.909  6.147
H  0.545  1.430  5.483
H  -1.125  1.423  6.063
H  -1.987  4.129  4.829
H  -2.937  2.646  4.752
H  -2.521  3.499  3.262
H  0.626  1.415  2.047
H  2.845  -0.432  1.646
H  3.798  3.010  -0.703
H  0.041  4.180  -1.044
H  -0.618  2.974  -2.156
H  -0.035  4.507  -2.781
H  2.547  4.792  -1.117
H  2.158  5.178  -2.793
H  3.534  4.141  -2.443
H  1.001  1.779  -3.802
H  2.730  2.144  -3.739
H  1.590  3.335  -4.388
H  5.847  0.000  -0.083
H  6.950  1.188  0.629
H  5.897  1.650  -0.717
H  4.963  -0.487  2.183
H  4.197  0.784  3.160
H  5.949  0.762  2.934
H  5.231  3.583  0.775
H  5.978  2.999  2.255
H  4.235  3.283  2.208
H  -2.714  0.505  4.517
H  -3.451  -1.281  5.474
H  -4.929  -2.094  4.958
H  -4.684  -0.399  4.543
H  -2.158  -3.180  4.355
H  -2.517  -3.630  2.684
H  -3.727  -3.895  3.949
H  -5.024  -0.854  2.126
H  -5.430  -2.508  2.597
H  -4.224  -2.224  1.334
O  -0.294  -3.568  -1.047
C  -1.471  -4.390  -1.171
C  -2.385  -3.841  -2.242
C  -3.117  -4.691  -3.053
C  -3.984  -4.151  -3.989
C  -4.077  -2.772  -4.100
C  -3.306  -1.996  -3.258
N  -2.484  -2.507  -2.336
H  0.119  -3.794  -0.200
H  -2.019  -4.394  -0.224
H  -1.181  -5.408  -1.427
H  -3.013  -5.764  -2.959
H  -4.570  -4.799  -4.627
H  -4.730  -2.304  -4.822
H  -3.350  -0.914  -3.322
C  -0.035  -0.030  -2.527
C  -0.012  -0.804  -3.448
C  0.155  -1.615  -4.619
C  -0.761  -1.583  -5.670
C  -0.552  -2.368  -6.791
C  0.565  -3.188  -6.876
C  1.479  -3.223  -5.831
C  1.276  -2.446  -4.705
H  -1.627  -0.937  -5.617
H  -1.263  -2.331  -7.605
H  0.726  -3.792  -7.759
H  2.354  -3.857  -5.891
H  1.979  -2.466  -3.882